No. 1
Density functional theory data (the ωB97M-V functional and the def2-TZVPD basis) for a 6-piece molecular cluster, C36H88N4 overall at a distorted geometry.

Element x y z (Å)
C 4.362 -1.596 2.851
C 3.124 -2.554 2.447
N 3.403 -3.886 3.102
C 3.526 -4.215 4.543
C 2.378 -3.580 5.370
C 2.463 -4.929 2.534
C 2.713 -4.961 1.036
H 4.327 -0.544 2.353
H 5.347 -1.969 2.451
H 4.524 -1.450 3.962
H 3.058 -2.528 1.435
H 2.114 -2.170 3.135
H 4.574 -3.676 4.647
H 3.711 -5.453 4.661
H 2.682 -3.518 6.258
H 1.404 -4.219 5.242
H 2.073 -2.360 4.986
H 1.484 -4.780 2.697
H 2.548 -5.763 2.941
H 2.323 -4.147 0.408
H 2.281 -5.913 0.585
H 3.696 -5.003 0.599
C 6.128 0.166 -0.246
C 5.089 1.232 -0.343
N 3.663 0.683 -0.255
C 2.652 1.398 0.532
C 2.182 2.736 -0.052
C 3.279 0.133 -1.470
C 2.350 -1.125 -1.113
H 6.141 -0.456 -1.195
H 6.172 -0.486 0.723
H 7.175 0.667 -0.296
H 5.100 1.740 -1.382
H 5.263 2.071 0.397
H 2.991 1.387 1.551
H 1.608 0.743 0.757
H 1.687 2.897 -1.067
H 3.166 3.297 -0.245
H 1.630 3.021 0.561
H 3.843 -0.320 -2.033
H 2.734 0.942 -2.047
H 1.786 -1.302 -1.915
H 1.520 -0.974 -0.691
H 2.941 -1.843 -0.831
C -0.646 5.498 0.497
C -1.514 4.532 -0.328
N -2.697 4.027 0.282
C -3.775 5.116 0.568
C -3.921 6.060 -0.670
C -3.297 2.919 -0.541
C -4.091 1.999 0.336
H 0.404 5.657 0.043
H -0.324 5.042 1.349
H -1.324 6.373 0.513
H -0.750 3.677 -0.292
H -1.555 4.844 -1.374
H -3.348 5.740 1.439
H -4.865 4.646 0.877
H -3.900 5.593 -1.573
H -3.198 6.735 -0.489
H -4.724 6.619 -0.315
H -2.481 2.204 -0.814
H -3.989 3.062 -1.457
H -3.775 1.774 1.349
H -4.125 0.985 0.001
H -4.923 2.412 0.574
C -0.293 0.847 -3.438
C -1.180 1.529 -4.396
N -2.646 1.251 -3.927
C -3.562 2.441 -4.388
C -3.566 2.646 -5.919
C -3.079 -0.068 -4.413
C -4.364 -0.539 -3.666
H 0.637 1.374 -3.480
H -0.088 -0.322 -3.647
H -0.588 0.751 -2.425
H -0.933 1.092 -5.349
H -1.105 2.554 -4.224
H -3.530 3.442 -3.964
H -4.375 2.289 -3.859
H -2.770 3.079 -6.368
H -4.411 3.224 -6.427
H -3.692 1.740 -6.688
H -2.224 -0.761 -4.170
H -3.204 -0.047 -5.337
H -4.219 -0.281 -2.583
H -4.630 -1.535 -3.844
H -5.151 0.130 -3.991
C -3.311 -2.000 -0.538
C -1.978 -2.327 -1.242
C -1.957 -3.641 -2.140
C -0.690 -3.923 -2.875
C -0.593 -5.371 -3.458
C 0.697 -5.623 -4.099
H -4.062 -1.974 -1.046
H -3.433 -0.786 -0.054
H -3.301 -2.672 0.207
H -1.086 -2.310 -0.536
H -1.583 -1.489 -1.731
H -2.733 -3.539 -2.998
H -1.986 -4.517 -1.311
H 0.124 -3.620 -2.301
H -0.469 -3.017 -3.653
H -1.443 -5.533 -4.054
H -0.922 -5.985 -2.651
H 1.689 -5.578 -3.539
H 0.853 -4.896 -5.127
H 0.725 -6.669 -4.500
C 1.287 0.278 6.674
C 0.447 1.498 6.174
C 0.208 1.385 4.597
C -0.704 0.340 4.061
C -0.690 0.218 2.589
C -0.725 1.528 1.830
H 2.366 0.643 6.624
H 0.981 -0.647 6.190
H 1.158 0.070 7.731
H 1.277 2.343 6.353
H -0.530 1.487 6.634
H 1.077 1.402 3.924
H -0.320 2.323 4.358
H -1.558 0.606 4.654
H -0.397 -0.569 4.504
H -1.748 -0.325 2.365
H 0.022 -0.402 2.383
H -0.781 1.408 0.756
H 0.296 1.824 2.057
H -1.605 2.320 2.187

The calculation puts the total energy at -44697.23524 eV. The calculation puts the energy relative to the best compared isomer or geometry (same formula, charge and spin) at 643.3 kJ/mol. The charge is 0. The calculation puts the HOMO energy at -7.84 eV.



No. 2
Density functional theory data (the ωB97M-V functional and the def2-TZVPD basis) for a 6-piece molecular cluster, C36H89N5 overall at a distorted geometry.

Element x y z (Å)
C 3.409 -3.422 -1.213
C 2.041 -3.337 -1.969
N 1.563 -4.681 -2.610
C 0.976 -5.693 -1.545
C -0.052 -5.021 -0.652
C 0.488 -4.261 -3.588
C 1.197 -4.033 -4.852
H 4.039 -4.197 -1.631
H 3.142 -3.540 -0.196
H 3.841 -2.353 -1.331
H 2.445 -2.781 -2.921
H 1.210 -2.767 -1.532
H 1.844 -5.875 -0.960
H 0.659 -6.635 -2.023
H 0.136 -4.071 -0.320
H -0.488 -5.750 0.061
H -1.020 -4.881 -1.210
H -0.424 -3.550 -3.417
H -0.002 -5.126 -3.761
H 1.435 -2.938 -4.944
H 0.710 -4.587 -5.815
H 2.361 -4.496 -5.155
C -8.370 3.583 3.392
C -7.022 4.322 3.736
N -5.960 4.018 2.704
C -4.900 5.030 2.717
C -3.998 5.089 3.930
C -5.406 2.590 2.745
C -4.434 2.325 1.554
H -8.028 2.612 3.424
H -8.875 4.066 2.605
H -9.144 3.587 4.060
H -6.576 3.843 4.742
H -7.144 5.419 3.827
H -5.076 5.973 2.531
H -4.382 4.820 1.850
H -4.719 5.361 4.847
H -3.097 5.823 3.769
H -3.544 3.964 4.061
H -6.274 1.878 2.547
H -5.076 2.397 3.793
H -4.950 2.416 0.636
H -4.015 1.364 1.597
H -3.624 3.016 1.295
C -2.733 -2.223 0.385
C -3.072 -3.106 1.695
N -4.118 -4.072 1.356
C -3.976 -5.316 2.131
C -4.640 -5.126 3.555
C -5.488 -3.579 1.236
C -6.516 -4.519 0.586
H -1.967 -1.519 0.624
H -3.621 -1.648 0.154
H -2.363 -3.096 -0.395
H -3.569 -2.572 2.280
H -2.041 -3.335 2.141
H -2.927 -5.785 2.118
H -4.565 -6.360 1.607
H -4.110 -4.259 4.075
H -4.533 -5.964 4.043
H -5.618 -4.710 3.529
H -5.358 -2.823 0.378
H -5.866 -3.080 2.155
H -7.404 -4.038 0.466
H -6.648 -5.329 1.267
H -6.270 -5.010 -0.234
C -0.806 3.546 -0.105
C 0.707 3.526 0.127
N 1.655 4.255 -0.794
C 2.935 4.695 -0.166
C 2.642 5.916 0.656
C 1.851 3.391 -2.011
C 2.136 4.392 -3.155
H -1.053 4.651 -0.249
H -1.348 2.986 0.632
H -1.092 3.180 -1.158
H 0.922 2.571 -0.044
H 1.017 3.643 1.174
H 3.632 4.917 -0.848
H 3.289 4.032 0.375
H 2.049 5.631 1.676
H 2.092 6.683 -0.053
H 3.589 6.157 0.826
H 0.922 2.868 -2.113
H 2.758 2.767 -2.025
H 2.560 3.870 -4.087
H 3.077 5.045 -2.889
H 1.190 5.022 -3.490
C 7.288 0.846 -5.871
C 7.460 0.267 -4.436
N 6.162 -0.326 -3.935
C 6.238 -1.597 -3.178
C 6.976 -1.432 -1.837
C 5.274 0.566 -3.285
C 3.755 0.329 -3.738
H 6.653 1.732 -5.977
H 6.868 0.070 -6.537
H 8.185 0.988 -6.260
H 7.696 1.026 -3.932
H 8.278 -0.355 -4.416
H 6.940 -2.296 -3.501
H 5.150 -1.813 -2.965
H 7.874 -0.775 -1.927
H 7.382 -2.391 -1.463
H 6.374 -1.105 -0.920
H 5.414 1.530 -3.603
H 5.240 0.439 -2.318
H 3.245 -0.452 -3.586
H 3.687 0.367 -4.762
H 3.012 0.962 -3.185
C 3.656 0.293 0.503
C 2.981 0.544 1.840
C 1.578 0.088 1.870
C 0.751 0.800 2.918
C -0.581 -0.164 3.265
C -1.523 0.695 4.254
H 3.988 -0.634 0.231
H 4.731 0.818 0.459
H 3.332 0.963 -0.216
H 2.961 1.726 1.906
H 3.585 0.263 2.833
H 1.521 -0.934 2.148
H 1.078 -0.016 0.832
H 0.162 1.664 2.699
H 0.970 0.786 3.901
H -0.411 -1.123 3.738
H -0.857 -0.680 2.546
H -2.358 -0.010 4.596
H -2.001 1.694 3.920
H -0.935 0.826 5.142

The calculation puts the total energy at -46205.94705 eV. The calculation puts the energy relative to the best compared isomer or geometry (same formula, charge and spin) at 391.1 kJ/mol. The charge is 0. The calculation puts the HOMO energy at -7.98 eV.



No. 3
Density functional theory data (the ωB97M-V functional and the def2-TZVPD basis) for C36H89N9O5P2Si2 as an isolated structure at a distorted geometry.

Element x y z (Å)
C 2.520 -0.387 3.536
C 2.347 -1.881 2.851
C 2.702 -1.735 1.237
C 1.861 -2.830 0.306
C 1.252 -1.979 -0.982
C 0.815 -2.965 -2.245
C 0.683 -2.019 -3.606
C -0.783 -1.227 -3.512
C -1.675 -1.682 -4.829
C -2.822 -0.599 -5.275
C -3.731 -0.002 -4.048
C -3.968 1.633 -4.199
C -3.070 2.535 -3.165
C -4.001 3.465 -2.148
C -3.424 3.285 -0.624
C -2.670 4.602 -0.004
C -1.729 5.431 -1.058
C -0.170 4.848 -1.164
C 0.761 6.144 -1.658
C 2.354 5.966 -1.257
Si 3.306 4.681 -2.330
C 3.306 5.329 -4.168
N 2.084 4.791 -4.885
O 4.957 4.609 -1.732
Si 5.715 3.043 -2.117
C 6.380 3.131 -3.922
C 7.342 1.856 -4.330
N 7.221 1.254 -5.569
C 7.113 2.776 -0.775
O 7.866 1.515 -0.989
N 6.987 0.537 -0.654
O 7.213 -0.469 -1.310
H 2.065 0.451 2.840
H 1.969 -0.330 4.592
H 3.665 -0.169 3.673
H 1.271 -2.321 3.040
H 3.171 -2.564 3.353
H 2.325 -0.671 0.904
H 3.862 -1.794 1.030
H 2.630 -3.659 -0.046
H 0.957 -3.263 0.928
H 0.283 -1.355 -0.707
H 2.126 -1.296 -1.413
H 1.609 -3.812 -2.440
H -0.246 -3.443 -2.056
H 1.514 -1.193 -3.522
H 0.804 -2.631 -4.607
H -0.657 -0.051 -3.478
H -1.331 -1.613 -2.537
H -0.906 -1.772 -5.727
H -2.228 -2.694 -4.591
H -3.558 -1.153 -6.030
H -2.294 0.274 -5.865
H -4.810 -0.490 -4.166
H -3.358 -0.295 -2.970
H -5.134 1.853 -4.084
H -3.694 1.945 -5.315
H -2.375 3.245 -3.824
H -2.347 1.808 -2.598
H -5.100 3.006 -2.205
H -4.076 4.573 -2.524
H -2.773 2.291 -0.514
H -4.377 3.092 0.069
H -1.937 4.194 0.846
H -3.370 5.377 0.525
H -1.606 6.526 -0.600
H -2.184 5.582 -2.125
H -0.056 4.006 -1.969
H 0.270 4.543 -0.106
H 0.690 6.344 -2.813
H 0.413 7.158 -1.134
H 2.892 7.016 -1.329
H 2.387 5.634 -0.113
H 2.585 3.415 -2.312
H 4.301 4.972 -4.675
H 3.316 6.522 -4.192
H 2.371 3.956 -5.461
H 1.406 4.444 -4.163
H 4.750 1.955 -2.047
H 6.939 4.150 -4.139
H 5.445 3.100 -4.663
H 8.164 1.436 -3.592
H 6.463 1.733 -6.137
H 6.529 2.711 0.263
H 7.836 3.704 -0.788
O -3.016 3.349 3.089
P -3.760 3.624 4.419
N -2.412 4.456 5.055
C -1.801 4.368 6.367
C -2.366 5.855 4.616
N -3.736 1.906 4.796
C -2.777 1.267 5.697
C -3.716 1.029 3.587
N -4.615 3.940 5.948
C -4.570 3.244 7.229
C -6.056 3.978 5.582
H -2.379 4.901 7.130
H -0.801 4.821 6.369
H -1.630 3.342 6.687
H -3.158 6.435 5.098
H -2.498 5.925 3.535
H -1.403 6.325 4.843
H -1.749 1.367 5.353
H -3.006 0.193 5.790
H -2.836 1.607 6.728
H -2.718 0.967 3.141
H -4.425 1.385 2.819
H -4.035 0.003 3.837
H -4.987 2.228 7.179
H -5.164 3.796 7.968
H -3.582 3.200 7.682
H -6.402 2.983 5.268
H -6.217 4.668 4.752
H -6.684 4.314 6.409
O 1.080 -5.922 -0.417
P 0.802 -7.445 -0.419
N -0.885 -7.184 -0.420
C -1.924 -7.826 0.361
C -1.406 -6.934 -1.768
N 1.467 -7.575 1.204
C 0.667 -7.634 2.427
C 2.499 -6.541 1.513
N 0.482 -9.196 -0.422
C 0.164 -10.110 0.670
C 1.659 -9.801 -1.099
H -2.167 -8.826 -0.015
H -2.858 -7.250 0.326
H -1.684 -7.882 1.421
H -1.383 -7.849 -2.366
H -0.810 -6.175 -2.278
H -2.435 -6.558 -1.747
H 0.064 -6.740 2.576
H 1.325 -7.755 3.303
H 0.022 -8.506 2.499
H 2.050 -5.571 1.751
H 3.201 -6.408 0.670
H 3.119 -6.844 2.373
H 0.997 -10.240 1.376
H -0.065 -11.103 0.263
H -0.734 -9.852 1.226
H 2.563 -9.682 -0.484
H 1.837 -9.311 -2.058
H 1.519 -10.865 -1.300

The calculation puts the total energy at -96736.34525 eV. The calculation puts the energy relative to the best compared isomer or geometry (same formula, charge and spin) at 1966.7 kJ/mol. The charge is 0. The calculation puts the HOMO energy at -8.05 eV.



Question: Number 2 is which compound?
Answer: C36H89N5